[1]
Molecular formula: CHClNO2S
Method: DFT, ωB97M-V with the def2-TZVPD basis set

```
7
Properties=species:S:1:pos:R:3:forces:R:3
O 2.1047 -1.1251 0.2989 2.14 -0.78 0.34
C 1.0985 -0.5025 0.1982 -0.10 2.50 -0.64
O 1.0773 0.8333 0.1436 3.56 1.51 0.96
N -0.0795 -1.0366 0.1246 -5.46 -2.47 -0.44
S -1.3645 -0.4198 -0.6758 1.05 -0.66 0.17
Cl -3.1471 1.0054 0.1054 0.62 -0.11 0.16
H 0.3106 1.2454 -0.1950 -1.81 0.01 -0.55
```
Positions in Å, forces in eV/Å.

Calculated values
SMILES   [O-]/C(O)=N/SCl
HOMO level   -4.31 eV
Spin multiplicity   1
Net charge   -1
Gap between HOMO and LUMO   7.3 eV
Energy above the lowest of the compared OMol25 structures with the same formula, charge and spin   9.5 kcal/mol

=====

[2]
Molecular formula: CHCsLiO
Method: DFT, ωB97M-V with the def2-TZVPD basis set

```
5
Properties=species:S:1:pos:R:3:forces:R:3
H 1.1044 -0.9607 -1.2707 -0.73 0.43 0.72
O -0.3006 0.4662 -0.7218 2.14 -4.54 1.14
C 0.2807 -0.7574 -0.4611 -2.06 4.20 -1.27
Li 1.6097 1.6344 1.4468 -0.24 -0.16 -0.19
Cs -2.6942 -0.3825 1.0068 0.88 0.08 -0.40
```
Positions in Å, forces in eV/Å.

Calculated values
HOMO level (spin up / spin down)   -3.91 / -6.24 eV
Spin multiplicity   2
Gap between HOMO and LUMO (spin up / spin down)   3.2 / 5.4 eV

=====

[3]
Molecular formula: CHF2IO4S2
Method: DFT, ωB97M-V with the def2-TZVPD basis set

```
11
Properties=species:S:1:pos:R:3:forces:R:3
C -0.1069 -0.5922 0.3649 2.45 -0.93 1.36
O 1.0864 0.5834 -1.6439 -0.18 0.09 -0.06
O -1.1122 -0.4965 -2.1019 -0.17 0.08 -0.02
O -0.8724 1.9021 0.3515 -0.14 0.42 -0.08
O -0.2164 0.8402 2.5230 -0.27 0.07 0.53
F 0.9102 -1.8647 -1.6369 -1.49 2.14 0.59
F 1.5152 1.3176 0.8709 -2.59 -0.26 0.48
S 0.0941 -0.3870 -1.3838 2.67 -2.29 -1.77
S -0.1246 0.9989 1.1298 3.69 0.89 -0.33
I -2.0873 -1.1574 0.6816 -0.74 -1.28 0.67
H 0.9140 -1.1444 0.8448 -3.23 1.06 -1.38
```
Positions in Å, forces in eV/Å.

Calculated values
HOMO level   -10.91 eV
Spin multiplicity   1
Gap between HOMO and LUMO   10.0 eV
Energy above the lowest of the compared OMol25 structures with the same formula, charge and spin   0.0 kcal/mol

=====

What E_tot values result from the calculations? In sequence: -1102.378177, -141.447330, -1633.387156 a.u..